Entry 1:
47
Properties=species:S:1:pos:R:3:forces:R:3:mulliken_charge:R:1 method="wB97M-V/def2-TZVPD" homo_ev=-8.31 orbital_gap_ev=8.808 smiles="Cc1cccc2c1OC[C@@H]2C[C@H](NC(=O)Cc1ccccc1)B(O)O" de_lowest_kj_mol=181.02 charge=0
O -2.7552 0.7975 -0.1676 -1.18 1.10 -0.72 -0.683
O -0.3686 4.3528 2.0068 -0.83 -1.21 -0.41 -0.539
O -2.3245 3.4936 1.0412 -0.68 -0.57 -0.51 -0.746
O 0.6820 -1.3407 -2.1742 1.84 -0.36 0.31 -0.598
N -1.1930 0.7185 1.4712 0.44 0.32 0.74 0.361
C 0.5073 -0.8706 -0.7951 -0.90 0.21 0.08 0.107
C -2.3440 0.2559 0.8236 3.65 -0.24 0.91 0.438
C 0.1150 1.6849 -0.3918 0.32 0.05 0.29 -1.263
C 1.7208 0.6722 -2.0279 0.75 -1.45 -0.99 0.089
C -0.3672 -2.3671 4.4543 1.26 -0.75 0.38 -0.169
C -0.8343 -2.3679 2.0961 -0.10 -0.10 2.17 0.070
C 2.2293 -0.6309 -4.0341 -0.85 -0.99 0.13 -0.055
C -2.3625 -1.4546 3.6724 0.73 0.59 0.88 -0.228
C -0.3839 1.8440 1.0129 0.37 1.93 0.95 -0.631
C 1.6337 -0.4938 -2.7967 -1.30 0.68 1.61 0.116
C 3.1327 1.5966 -3.7439 -0.74 0.43 0.26 -0.996
C 1.1109 0.5441 -0.6922 -0.10 0.56 0.63 0.895
C 2.9670 0.4802 -4.5107 -0.46 -1.28 0.56 -0.479
C -2.7548 -1.0842 1.2698 -3.37 -2.41 0.18 -1.180
C -0.0254 -2.7398 3.1559 0.86 0.52 -0.53 -0.924
C -1.5091 -1.6911 4.7452 -1.29 -1.51 -0.80 -0.910
C -2.0200 -1.6942 2.3815 1.65 -0.26 -0.75 -0.045
C 1.9070 -1.9735 -4.7201 2.27 1.77 -1.99 -1.225
C 2.4501 1.6747 -2.5322 0.43 2.87 0.25 -0.005
B -1.0286 3.2813 1.3680 -0.44 0.85 -0.33 0.660
H 0.2163 -2.6665 5.3085 0.54 -0.16 -0.08 0.372
H 0.4270 2.6843 -0.6570 0.97 0.14 -0.48 0.507
H 0.8879 -2.1894 -4.5268 -0.86 -0.57 -0.03 0.361
H 3.3474 0.4778 -5.4954 0.53 -0.29 -0.95 0.441
H -0.7441 1.5456 -0.9871 -0.99 -0.37 -1.02 0.481
H -0.5740 -0.8979 -0.7077 -0.20 0.34 0.20 -0.068
H 2.5890 -2.7348 -4.3396 -0.29 -0.16 0.10 0.284
H -2.6245 2.7117 0.5208 -0.18 0.63 0.30 0.411
H -3.2496 -0.9394 3.8197 -1.78 0.85 0.47 0.451
H 0.4543 2.1021 1.6858 0.31 -1.63 0.13 0.228
H -3.8172 -1.0801 1.6277 0.49 0.58 -0.52 0.546
H 0.9537 -3.1630 2.8954 -0.49 -0.19 0.51 0.353
H 2.1354 -1.8874 -5.8469 -0.61 -0.21 1.62 0.326
H 1.9553 0.5485 0.0367 -0.69 0.04 -0.20 0.436
H -1.0546 5.0262 2.1843 0.57 -0.29 -0.18 0.319
H -0.7111 0.3228 2.2844 -1.34 -0.60 -0.57 0.273
H -0.5169 -2.6005 1.1286 0.13 -0.21 -1.43 0.802
H 0.8649 -1.4611 0.0843 0.40 -0.37 -1.43 -0.008
H 3.6418 2.4718 -4.1131 0.14 0.01 -0.13 0.393
H 2.3412 2.6538 -2.0351 0.67 -0.44 -0.06 0.264
H -1.8682 -1.7484 5.7551 -0.04 0.88 0.38 0.369
H -2.8385 -1.8640 0.4649 0.40 1.26 0.03 0.397

Entry 2:
57
Properties=species:S:1:pos:R:3:forces:R:3:mulliken_charge:R:1 method="wB97M-V/def2-TZVPD" homo_ev="-3.16 / -3.14" orbital_gap_ev="5.577 / 5.561" de_lowest_kj_mol=221.23 charge=-1
Ir 0.6127 0.1468 -0.3275 1.40 1.80 -0.65 2.142
Br -7.9229 -2.4872 0.6443 -0.06 -0.03 0.01 -0.232
Ge 3.4097 0.8716 -2.0556 -0.01 0.18 -0.36 0.513
Cl 1.6390 -5.7567 4.3996 -0.03 0.15 -0.10 -0.273
Cl 0.1099 -0.5887 4.7479 0.03 -0.05 -0.04 -0.240
O 0.7489 -0.5191 1.8901 0.00 -0.24 0.46 -0.738
O -0.0427 0.9003 -3.0210 -0.08 -0.04 -0.34 -0.517
O -0.9752 2.8215 -3.1963 0.10 -0.13 -0.02 -0.849
O -1.5084 -0.3466 -0.1639 -0.03 0.07 -0.08 -1.162
O -2.3791 1.5362 0.7125 -0.06 0.04 -0.02 -0.792
O 1.2414 -1.9811 -0.6410 -0.15 -0.71 0.11 -0.691
N -0.0563 2.1169 -1.1793 -0.37 -0.33 -0.55 -0.356
N -0.3962 1.9425 -2.5488 0.11 0.30 0.46 1.134
N -0.2485 3.4209 0.7463 -0.18 -0.03 0.07 -0.206
N -1.3427 4.1447 -1.0938 -0.18 0.00 0.02 -0.461
N 0.1826 2.3724 1.5379 -0.04 -0.13 0.26 -0.337
C -0.5725 3.1797 -0.5564 0.24 -0.32 -0.04 0.252
C 3.2003 -0.6079 -3.3098 -0.10 -0.19 -0.04 -1.156
C 1.3431 -4.2212 3.5999 -0.03 0.05 0.13 0.163
C -4.8440 0.2507 1.0662 0.00 0.05 -0.01 -0.231
C -3.7825 -0.3428 0.3967 -0.11 -0.10 -0.07 0.047
C 0.8919 -3.1281 4.3666 0.02 -0.27 0.23 -0.570
C 1.4632 -2.8599 0.1855 -0.15 0.14 0.45 -0.176
C 5.3200 1.0510 -1.6642 0.23 -0.03 0.15 -1.270
C -6.0765 -0.3813 1.1521 0.00 -0.01 0.00 -0.544
C 0.8945 -1.6660 2.3622 -0.05 0.03 0.36 0.041
C 1.5319 -4.0677 2.2619 0.02 -0.12 0.08 -0.938
C 1.2980 -2.8316 1.6282 0.12 -0.22 -0.66 1.101
C -2.4425 0.3605 0.3099 0.06 -0.12 0.15 0.475
C -5.1950 -2.2314 -0.1269 0.00 0.00 0.01 -0.524
C -6.2368 -1.6170 0.5481 0.12 0.06 -0.01 0.145
C 0.6690 -1.9249 3.7826 0.06 0.23 -0.35 -0.022
C 2.9156 2.5171 -3.0014 -0.08 0.18 -0.04 -1.223
C 2.4255 0.6005 -0.4313 -1.22 -0.30 0.51 -0.490
C -3.9677 -1.5880 -0.1931 0.02 0.00 0.01 -0.269
H -3.1281 -2.0409 -0.7028 -0.01 -0.02 -0.01 0.418
H -6.9020 0.0760 1.6803 0.00 0.01 0.00 0.404
H 3.6558 -0.3666 -4.2727 0.01 0.00 0.02 0.399
H 1.8271 -3.8321 -0.1990 -0.01 0.01 0.00 0.189
H -0.6055 1.8784 1.9402 0.09 -0.20 -0.07 0.166
H 3.0161 0.6528 0.4962 0.00 -0.09 0.06 0.433
H -0.9539 4.0185 1.1656 0.16 0.07 0.07 0.252
H 5.4796 1.8726 -0.9625 0.04 -0.01 -0.01 0.367
H 5.9017 1.2498 -2.5660 -0.01 0.00 -0.02 0.350
H 1.8617 -4.9099 1.6636 -0.01 0.02 -0.01 0.335
H -4.6841 1.2213 1.5171 -0.01 -0.01 0.01 0.402
H -1.6535 3.9893 -2.0407 0.05 -0.05 -0.01 0.232
H 0.7221 -3.2528 5.4285 0.00 0.01 -0.02 0.412
H -1.9799 4.5923 -0.4574 0.03 0.08 0.01 0.210
H 2.0430 2.3624 -3.6360 -0.01 0.00 0.01 0.338
H 2.1401 -0.8189 -3.4594 0.05 0.02 0.03 0.308
H 5.6973 0.1350 -1.2050 0.04 0.03 0.01 0.331
H 3.6740 -1.5064 -2.9106 -0.02 -0.01 -0.03 0.328
H 0.8898 2.6343 2.2041 0.02 0.19 -0.10 0.228
H 3.7402 2.8472 -3.6376 0.00 -0.01 0.02 0.421
H 2.6915 3.3100 -2.2856 -0.01 0.03 -0.04 0.312
H -5.3410 -3.1983 -0.5883 0.00 0.00 -0.01 0.417

Entry 3:
48
Properties=species:S:1:pos:R:3:forces:R:3:mulliken_charge:R:1 method="wB97M-V/def2-TZVPD" homo_ev=-8.45 orbital_gap_ev=8.931 smiles="CCCCN1C(=O)[C@@](O)(CC(=O)c2c(C)n[nH]c2C)c2cc(Br)ccc21" de_lowest_kj_mol=0.00 charge=0
Br -1.5181 -5.3384 2.9967 0.07 0.12 -0.06 -0.214
O -2.9553 1.7704 0.0303 -0.11 0.11 0.02 -0.795
O 0.2882 1.3476 -0.2959 -0.04 0.18 0.08 -0.656
O -1.5809 0.3927 1.9177 -0.03 0.15 0.15 -0.771
N 1.1740 -0.6643 0.3369 0.24 0.18 -0.18 0.919
N -2.2105 2.6774 -3.9688 -0.34 0.80 -0.25 -1.058
N -1.4911 1.5737 -4.1988 0.14 -0.45 0.33 0.313
C -2.6292 2.5874 -2.7280 0.26 -0.49 -0.08 -0.041
C -1.3207 -2.7264 1.8738 0.18 0.02 -0.06 -0.059
C -0.6386 -1.7051 1.2582 0.27 0.13 0.01 -0.893
C 3.8233 1.4321 3.1846 -0.19 0.02 -0.14 -1.482
C 3.4054 -0.0999 1.2275 -0.30 0.20 -0.13 -0.645
C 1.4135 -2.9900 1.2248 0.04 0.28 -0.14 -1.238
C 0.7265 -4.0292 1.8359 -0.23 -0.07 0.11 -0.540
C -1.4319 0.7438 -3.1438 -0.16 0.11 0.15 -0.048
C -2.1755 -0.4295 -0.3004 0.15 0.31 0.40 -0.945
C -0.6380 -0.5094 -3.2280 -0.03 -0.07 0.04 -1.320
C -1.1164 -0.3438 0.8255 -0.19 -0.29 -0.24 2.686
C -2.1775 1.3634 -2.1369 -0.05 0.36 -0.61 1.176
C 2.9161 1.1225 2.0010 0.23 -0.15 0.05 0.018
C 2.5473 -0.3825 -0.0079 0.33 0.02 0.03 -1.334
C -2.4677 0.9872 -0.7706 0.07 -0.51 -0.16 0.991
C -0.6131 -3.8896 2.1559 -0.06 -0.26 0.09 -0.406
C -3.4542 3.6425 -2.0999 -0.02 0.14 -0.01 -1.096
C 0.1752 0.2638 0.2263 0.00 -0.01 -0.02 -0.589
C 0.7202 -1.8261 0.9451 -0.50 -0.50 0.30 0.020
H -2.9014 4.0964 -1.2793 -0.07 0.06 0.05 0.233
H 3.4573 2.3006 3.7256 0.03 0.08 0.12 0.393
H -1.0480 1.4493 -5.0965 -0.07 0.01 0.17 0.198
H -3.7036 4.3979 -2.8394 -0.03 0.05 -0.05 0.386
H 2.4576 -3.1021 0.9807 0.14 0.01 -0.02 0.441
H -0.0513 -0.5105 -4.1450 0.06 -0.06 -0.01 0.379
H 4.8367 1.6392 2.8469 0.13 0.03 0.02 0.359
H -3.0886 -0.8323 0.1452 0.03 -0.01 -0.06 0.514
H 2.9517 -1.2291 -0.5720 -0.04 0.08 -0.04 0.484
H -2.1106 1.1376 1.5680 0.07 -0.14 0.00 0.486
H 4.4331 0.0635 0.8963 0.06 -0.06 0.01 0.474
H 1.2395 -4.9497 2.0678 0.02 -0.06 0.02 0.433
H 2.8799 1.9833 1.3303 -0.09 0.02 -0.03 0.306
H -1.8386 -1.0896 -1.0928 0.00 -0.03 -0.04 0.299
H 2.5248 0.5009 -0.6522 0.02 -0.15 0.00 0.409
H -1.2843 -1.3876 -3.2391 0.04 -0.04 0.00 0.329
H 0.0439 -0.5872 -2.3836 0.07 -0.05 0.00 0.171
H -4.3621 3.2138 -1.6800 -0.04 0.06 0.04 0.292
H -2.3616 -2.6279 2.1369 -0.12 0.01 0.04 0.596
H 1.9008 0.9447 2.3622 -0.05 0.06 -0.05 0.152
H 3.3979 -0.9708 1.8867 0.10 -0.05 0.02 0.338
H 3.8564 0.5893 3.8720 0.04 -0.07 0.11 0.335

Copy entry 1 word for word.
47
Properties=species:S:1:pos:R:3:forces:R:3:mulliken_charge:R:1 method="wB97M-V/def2-TZVPD" homo_ev=-8.31 orbital_gap_ev=8.808 smiles="Cc1cccc2c1OC[C@@H]2C[C@H](NC(=O)Cc1ccccc1)B(O)O" de_lowest_kj_mol=181.02 charge=0
O -2.7552 0.7975 -0.1676 -1.18 1.10 -0.72 -0.683
O -0.3686 4.3528 2.0068 -0.83 -1.21 -0.41 -0.539
O -2.3245 3.4936 1.0412 -0.68 -0.57 -0.51 -0.746
O 0.6820 -1.3407 -2.1742 1.84 -0.36 0.31 -0.598
N -1.1930 0.7185 1.4712 0.44 0.32 0.74 0.361
C 0.5073 -0.8706 -0.7951 -0.90 0.21 0.08 0.107
C -2.3440 0.2559 0.8236 3.65 -0.24 0.91 0.438
C 0.1150 1.6849 -0.3918 0.32 0.05 0.29 -1.263
C 1.7208 0.6722 -2.0279 0.75 -1.45 -0.99 0.089
C -0.3672 -2.3671 4.4543 1.26 -0.75 0.38 -0.169
C -0.8343 -2.3679 2.0961 -0.10 -0.10 2.17 0.070
C 2.2293 -0.6309 -4.0341 -0.85 -0.99 0.13 -0.055
C -2.3625 -1.4546 3.6724 0.73 0.59 0.88 -0.228
C -0.3839 1.8440 1.0129 0.37 1.93 0.95 -0.631
C 1.6337 -0.4938 -2.7967 -1.30 0.68 1.61 0.116
C 3.1327 1.5966 -3.7439 -0.74 0.43 0.26 -0.996
C 1.1109 0.5441 -0.6922 -0.10 0.56 0.63 0.895
C 2.9670 0.4802 -4.5107 -0.46 -1.28 0.56 -0.479
C -2.7548 -1.0842 1.2698 -3.37 -2.41 0.18 -1.180
C -0.0254 -2.7398 3.1559 0.86 0.52 -0.53 -0.924
C -1.5091 -1.6911 4.7452 -1.29 -1.51 -0.80 -0.910
C -2.0200 -1.6942 2.3815 1.65 -0.26 -0.75 -0.045
C 1.9070 -1.9735 -4.7201 2.27 1.77 -1.99 -1.225
C 2.4501 1.6747 -2.5322 0.43 2.87 0.25 -0.005
B -1.0286 3.2813 1.3680 -0.44 0.85 -0.33 0.660
H 0.2163 -2.6665 5.3085 0.54 -0.16 -0.08 0.372
H 0.4270 2.6843 -0.6570 0.97 0.14 -0.48 0.507
H 0.8879 -2.1894 -4.5268 -0.86 -0.57 -0.03 0.361
H 3.3474 0.4778 -5.4954 0.53 -0.29 -0.95 0.441
H -0.7441 1.5456 -0.9871 -0.99 -0.37 -1.02 0.481
H -0.5740 -0.8979 -0.7077 -0.20 0.34 0.20 -0.068
H 2.5890 -2.7348 -4.3396 -0.29 -0.16 0.10 0.284
H -2.6245 2.7117 0.5208 -0.18 0.63 0.30 0.411
H -3.2496 -0.9394 3.8197 -1.78 0.85 0.47 0.451
H 0.4543 2.1021 1.6858 0.31 -1.63 0.13 0.228
H -3.8172 -1.0801 1.6277 0.49 0.58 -0.52 0.546
H 0.9537 -3.1630 2.8954 -0.49 -0.19 0.51 0.353
H 2.1354 -1.8874 -5.8469 -0.61 -0.21 1.62 0.326
H 1.9553 0.5485 0.0367 -0.69 0.04 -0.20 0.436
H -1.0546 5.0262 2.1843 0.57 -0.29 -0.18 0.319
H -0.7111 0.3228 2.2844 -1.34 -0.60 -0.57 0.273
H -0.5169 -2.6005 1.1286 0.13 -0.21 -1.43 0.802
H 0.8649 -1.4611 0.0843 0.40 -0.37 -1.43 -0.008
H 3.6418 2.4718 -4.1131 0.14 0.01 -0.13 0.393
H 2.3412 2.6538 -2.0351 0.67 -0.44 -0.06 0.264
H -1.8682 -1.7484 5.7551 -0.04 0.88 0.38 0.369
H -2.8385 -1.8640 0.4649 0.40 1.26 0.03 0.397

> What is the charge in the second record?

-1